# 1
The following is a DFT calculation (wB97M-V/def2-TZVPD) of a molecular structure, C42H25Cl4MoN9O3SeSi at a distorted geometry.

Each line ends with the Löwdin spin population.
Positions of all 86 atoms, in Å:
Mo  0.01  -1.01  0.24  1.648
C  -5.63  -3.61  -2.33  0.003
C  -5.57  -2.47  -3.15  -0.001
C  -4.58  -1.53  -2.99  0.003
C  -3.63  -1.74  -1.99  -0.002
C  -2.48  -1.01  -1.57  0.011
N  -1.97  -0.01  -2.29  0.017
C  -0.96  0.72  -1.90  0.005
C  -0.04  2.72  -2.76  0.000
C  0.97  3.10  -3.79  0.000
C  1.85  4.09  -3.55  0.000
C  1.96  4.67  -2.24  0.000
C  1.34  4.06  -1.20  -0.001
C  0.48  2.96  -1.39  0.000
C  0.20  2.04  -0.39  0.006
N  0.76  2.31  0.78  0.031
C  0.95  1.47  1.76  0.007
N  0.53  0.17  1.85  0.029
C  1.02  -0.34  3.04  0.008
N  0.78  -1.53  3.52  0.009
C  0.01  -2.41  2.92  0.017
N  -0.70  -2.26  1.74  0.013
C  -1.41  -3.44  1.58  0.014
N  -2.33  -3.67  0.68  -0.003
C  -2.62  -2.76  -0.23  0.001
N  -1.90  -1.59  -0.48  0.020
C  -3.71  -2.88  -1.14  0.001
C  -4.72  -3.82  -1.33  0.000
C  -1.09  -4.38  2.61  0.005
C  -1.45  -5.70  2.85  0.001
C  -0.90  -6.33  3.95  0.005
C  -0.03  -5.65  4.81  0.002
C  0.32  -4.34  4.59  0.003
C  -0.19  -3.71  3.47  0.003
C  1.82  0.64  3.70  0.000
C  2.61  0.62  4.85  0.000
C  3.35  1.74  5.15  0.000
C  3.30  2.89  4.34  0.001
C  2.51  2.93  3.21  0.000
C  1.77  1.80  2.89  0.000
N  -0.63  0.93  -0.62  0.032
H  -6.41  -4.34  -2.51  0.000
H  -6.33  -2.33  -3.91  0.000
H  -4.53  -0.65  -3.61  0.000
H  0.93  2.57  -4.73  0.000
H  2.53  4.41  -4.32  0.000
H  2.63  5.50  -2.09  0.000
H  1.56  4.34  -0.18  0.000
H  -4.77  -4.70  -0.70  0.000
H  -2.14  -6.20  2.19  0.000
H  -1.15  -7.36  4.16  0.000
H  0.38  -6.18  5.66  0.000
H  1.00  -3.81  5.24  0.000
H  2.65  -0.27  5.46  0.000
H  3.97  1.75  6.03  0.000
H  3.91  3.74  4.60  0.000
H  2.47  3.81  2.58  0.000
Cl  6.49  0.92  0.26  0.000
C  5.09  -0.05  0.45  0.002
C  5.11  -1.15  1.29  0.009
Cl  6.54  -1.53  2.15  0.002
C  3.97  -1.93  1.47  0.003
Cl  3.98  -3.31  2.51  0.000
C  2.78  -1.59  0.83  0.006
O  1.66  -2.21  0.90  0.022
C  2.77  -0.43  -0.02  0.001
O  1.60  -0.19  -0.55  0.039
C  3.92  0.30  -0.23  0.009
Cl  3.86  1.67  -1.28  0.002
Se  0.41  -2.65  -1.96  0.008
C  2.11  -2.40  -2.48  0.002
N  3.18  -2.28  -2.88  0.004
C  -1.42  5.36  -3.88  0.000
Si  -1.73  3.67  -3.03  0.000
C  -2.54  3.91  -1.32  0.000
C  -2.82  2.58  -4.15  0.000
O  -0.39  1.34  -2.94  -0.001
H  -2.36  5.88  -4.05  0.000
H  -0.92  5.23  -4.83  0.000
H  -0.79  6.00  -3.27  0.000
H  -3.50  4.43  -1.38  0.000
H  -1.90  4.48  -0.65  0.000
H  -2.72  2.95  -0.85  0.000
H  -3.81  3.01  -4.31  0.000
H  -2.93  1.60  -3.70  0.000
H  -2.35  2.44  -5.12  0.000

Results
* energy above the lowest of the compared OMol25 structures with the same formula, charge and spin: 72.4 kcal per mole
* charge: -2
* Kohn-Sham gap (alpha / beta): 4.51 / 4.42 eV
* largest force on an atom: 2.2 eV Å⁻¹
* multiplicity: 3
* <S²>: 2.016

# 2
The following is a DFT calculation (wB97M-V/def2-TZVPD) of a molecular structure, C42H25N11Ru.

Each line ends with the Löwdin spin population.
Positions of all 79 atoms, in Å:
Ru  1.07  -0.36  0.37  1.326
C  -1.86  -2.63  -4.06  0.231
C  -1.09  -3.75  -4.08  0.002
C  0.11  -3.88  -3.34  0.335
C  0.47  -2.80  -2.52  0.039
C  1.72  -2.42  -1.90  0.321
N  2.60  -3.20  -1.26  0.059
C  2.95  -2.92  -0.06  0.107
C  3.94  -3.67  0.72  0.001
C  4.82  -4.67  0.35  0.021
C  5.62  -5.19  1.36  0.002
C  5.53  -4.74  2.67  0.018
C  4.62  -3.75  3.03  0.007
C  3.84  -3.22  2.02  0.010
C  2.80  -2.19  2.04  0.041
N  2.42  -1.65  3.21  0.028
C  1.58  -0.67  3.32  0.030
N  0.98  0.09  2.35  0.034
C  0.25  1.09  2.98  0.089
N  -0.40  2.08  2.46  0.026
C  -0.54  2.29  1.15  0.162
N  -0.19  1.47  0.12  -0.011
C  -0.66  2.10  -1.00  0.287
N  -0.52  1.41  -2.24  0.031
C  0.28  -0.75  -1.54  -0.085
N  1.68  -1.02  -1.62  0.032
C  -0.42  -1.74  -2.30  0.261
C  -1.57  -1.45  -3.18  0.072
C  -1.25  3.36  -0.75  0.021
C  -1.78  4.38  -1.55  0.069
C  -2.26  5.50  -0.90  0.010
C  -2.21  5.62  0.50  0.064
C  -1.67  4.62  1.29  0.022
C  -1.19  3.49  0.65  0.046
C  0.35  0.91  4.43  -0.002
C  -0.19  1.63  5.48  0.021
C  0.13  1.21  6.76  -0.001
C  0.96  0.11  6.98  0.019
C  1.52  -0.60  5.92  0.005
C  1.18  -0.17  4.65  0.009
N  2.32  -1.96  0.82  0.010
H  -2.75  -2.58  -4.68  0.011
H  -1.38  -4.57  -4.73  -0.006
H  0.77  -4.72  -3.48  0.016
H  4.89  -5.02  -0.67  0.001
H  6.33  -5.97  1.12  0.000
H  6.17  -5.18  3.43  0.001
H  4.53  -3.40  4.05  0.000
H  -2.47  -1.18  -2.61  0.022
H  -1.81  4.30  -2.63  0.003
H  -2.66  6.32  -1.48  -0.001
H  -2.59  6.52  0.96  0.003
H  -1.62  4.71  2.37  0.000
H  -0.83  2.49  5.30  0.001
H  -0.28  1.73  7.62  0.000
H  1.19  -0.19  7.99  0.001
H  2.17  -1.44  6.08  0.000
N  -2.69  1.50  -3.11  0.024
C  -3.44  1.84  -1.92  0.004
C  -4.40  2.83  -1.96  0.000
C  -5.10  3.07  -0.79  0.007
C  -4.78  2.33  0.34  0.000
C  -3.80  1.35  0.26  0.009
N  -3.14  1.10  -0.87  0.007
C  -1.46  1.02  -3.11  0.047
C  -1.16  -0.14  -4.04  0.053
C  0.20  -0.32  -4.68  0.003
C  1.42  -0.32  -4.14  0.002
C  1.70  0.11  -2.74  0.013
N  0.51  0.55  -2.06  0.002
H  -3.24  1.33  -3.94  0.001
H  -4.59  3.40  -2.86  0.000
H  -5.86  3.83  -0.75  0.000
H  -5.30  2.49  1.28  0.000
H  -3.54  0.75  1.11  0.001
H  -1.90  -0.07  -4.85  0.003
H  0.14  -0.59  -5.73  0.001
H  2.27  -0.56  -4.76  0.001
H  2.58  0.74  -2.64  0.002

Results
* charge: +2
* Kohn-Sham gap (alpha / beta): 5.92 / 6.07 eV
* largest force on an atom: 0.4 eV Å⁻¹
* multiplicity: 5
* <S²>: 6.190

# 3
The following is a DFT calculation (wB97M-V/def2-TZVPD) of a molecular structure, C42H26AsN8PtS2Se.

Each line ends with the Mulliken charge.
Positions of all 81 atoms, in Å:
Pt  -0.22  0.70  -0.59  1.284
S  0.10  8.15  0.41  0.263
N  1.24  7.03  0.53  -0.624
C  0.67  5.87  0.21  0.637
C  1.34  4.59  0.19  0.409
C  2.69  4.43  0.50  -0.678
C  3.23  3.17  0.47  -1.236
C  2.42  2.09  0.13  0.052
N  1.14  2.23  -0.20  0.494
C  0.58  3.47  -0.15  -0.279
C  -0.82  3.60  -0.50  -0.090
N  -1.46  2.47  -0.85  0.073
C  -2.73  2.52  -1.23  -0.115
C  -3.45  3.71  -1.26  -1.072
C  -2.82  4.88  -0.88  -0.497
C  -1.48  4.84  -0.50  0.321
C  -0.70  6.00  -0.11  0.757
N  -1.15  7.24  -0.04  -0.644
H  3.28  5.30  0.77  0.593
H  4.27  2.99  0.71  0.589
H  2.83  1.09  0.11  0.353
H  -3.19  1.59  -1.54  0.469
H  -4.48  3.71  -1.58  0.494
H  -3.34  5.83  -0.88  0.597
S  0.62  0.63  -2.79  -0.575
C  2.32  0.15  -2.47  1.055
C  3.33  0.65  -3.28  -0.781
C  4.64  0.27  -3.04  -0.716
C  4.96  -0.59  -2.00  -0.904
C  3.96  -1.10  -1.19  -0.309
C  2.65  -0.73  -1.43  -0.500
As  1.05  -1.37  -0.62  1.558
C  1.13  -2.05  1.16  0.460
C  0.30  -3.11  1.53  -0.730
C  0.32  -3.56  2.84  -0.899
C  1.17  -2.98  3.76  -0.717
C  2.00  -1.92  3.39  -0.829
C  1.97  -1.45  2.09  -0.510
C  0.65  -2.88  -1.75  1.090
C  1.38  -4.01  -1.35  -0.686
C  1.33  -5.17  -2.11  -0.918
C  0.55  -5.21  -3.25  -0.676
C  -0.16  -4.08  -3.65  -0.880
C  -0.10  -2.91  -2.91  -0.333
H  3.09  1.34  -4.09  0.539
H  5.43  0.66  -3.67  0.464
H  5.99  -0.86  -1.82  0.487
H  4.20  -1.78  -0.38  0.488
H  -0.35  -3.58  0.80  0.536
H  -0.31  -4.40  3.13  0.530
H  1.21  -3.35  4.78  0.467
H  2.68  -1.48  4.12  0.529
H  2.63  -0.64  1.80  0.311
H  1.99  -3.99  -0.45  0.450
H  1.89  -6.03  -1.79  0.468
H  0.50  -6.11  -3.84  0.446
H  -0.74  -4.11  -4.57  0.475
H  -0.60  -2.04  -3.29  0.296
Se  -5.28  -2.98  3.78  0.399
N  -3.96  -1.87  4.16  -0.864
C  -3.42  -1.51  3.02  0.535
C  -2.31  -0.57  2.91  0.686
C  -1.72  0.06  4.01  -0.700
C  -0.68  0.94  3.79  -1.067
C  -0.24  1.18  2.49  -0.114
N  -0.80  0.58  1.45  0.127
C  -1.82  -0.28  1.64  -0.402
C  -2.40  -0.87  0.45  0.179
N  -1.86  -0.53  -0.74  0.976
C  -2.42  -0.93  -1.87  -0.726
C  -3.54  -1.76  -1.88  -1.328
C  -4.07  -2.18  -0.68  -0.940
C  -3.50  -1.72  0.52  0.510
C  -4.02  -2.06  1.84  0.930
N  -5.02  -2.88  2.03  -0.837
H  -2.08  -0.15  5.01  0.629
H  -0.19  1.45  4.62  0.536
H  0.58  1.85  2.30  0.436
H  -1.98  -0.57  -2.79  0.982
H  -3.97  -2.07  -2.82  0.596
H  -4.93  -2.84  -0.63  0.620

Results
* energy above the lowest of the compared OMol25 structures with the same formula, charge and spin: 0.0 kcal per mole
* charge: +3
* Kohn-Sham gap: 7.11 eV
* largest force on an atom: 0.6 eV Å⁻¹
* multiplicity: 1

# 4
The following is a DFT calculation (wB97M-V/def2-TZVPD) of a molecular structure, C42H28F5InOP2S2.

Each line ends with the Mulliken charge.
Positions of all 81 atoms, in Å:
In  2.21  -1.69  1.54  0.762
O  -1.75  2.28  -0.86  -0.408
S  -1.43  2.22  0.60  -0.136
C  -2.25  0.70  1.19  0.492
C  -3.58  0.76  0.76  -0.873
C  -4.49  -0.22  1.12  -0.938
C  -4.09  -1.25  1.95  -0.812
C  -2.78  -1.30  2.40  -0.634
C  -1.84  -0.33  2.04  0.729
P  -0.15  -0.53  2.69  0.958
C  -0.09  -2.14  3.52  0.481
C  -0.06  -3.29  2.71  0.000
C  0.10  -4.55  3.28  -0.974
C  0.26  -4.68  4.65  -0.657
C  0.24  -3.55  5.46  -0.762
C  0.07  -2.28  4.90  -0.898
C  0.01  0.69  4.02  0.225
C  1.28  0.92  4.56  -0.111
C  1.45  1.85  5.57  -0.837
C  0.36  2.57  6.04  -0.530
C  -0.90  2.34  5.51  -0.818
C  -1.08  1.40  4.51  -0.388
C  0.34  1.95  0.57  0.504
C  1.06  2.44  1.64  -0.301
C  2.45  2.42  1.61  -0.719
C  3.10  1.95  0.48  -1.336
C  2.37  1.52  -0.63  -0.003
C  0.97  1.52  -0.61  -0.293
P  0.11  1.11  -2.17  2.265
C  -0.26  2.58  -3.12  0.414
C  0.62  3.66  -3.05  -0.568
C  0.39  4.77  -3.84  -0.783
C  -0.72  4.81  -4.68  -0.599
C  -1.59  3.74  -4.74  -0.772
C  -1.37  2.61  -3.95  -0.339
C  1.30  0.17  -3.14  0.094
C  1.45  0.45  -4.50  -0.807
C  2.28  -0.35  -5.28  -0.816
C  2.96  -1.41  -4.72  -0.747
C  2.82  -1.69  -3.36  -0.817
C  1.99  -0.91  -2.58  0.496
H  -3.89  1.57  0.11  0.522
H  -5.51  -0.16  0.76  0.463
H  -4.79  -2.01  2.25  0.453
H  -2.49  -2.10  3.06  0.473
H  -0.25  -3.21  1.65  0.815
H  0.10  -5.43  2.64  0.499
H  0.40  -5.65  5.09  0.418
H  0.35  -3.65  6.53  0.461
H  0.05  -1.41  5.55  0.447
H  2.14  0.37  4.19  0.328
H  2.43  2.02  5.99  0.459
H  0.49  3.30  6.83  0.432
H  -1.76  2.90  5.88  0.461
H  -2.07  1.23  4.11  0.498
H  0.54  2.85  2.49  0.692
H  3.02  2.80  2.45  0.562
H  4.18  1.96  0.42  0.510
H  2.90  1.23  -1.52  0.591
H  1.49  3.63  -2.40  0.366
H  1.07  5.61  -3.79  0.467
H  -0.90  5.68  -5.29  0.435
H  -2.45  3.77  -5.39  0.461
H  -2.06  1.78  -3.99  0.425
H  0.91  1.27  -4.95  0.479
H  2.39  -0.13  -6.33  0.483
H  3.60  -2.03  -5.33  0.446
H  3.36  -2.52  -2.92  0.503
H  1.88  -1.13  -1.52  -0.044
F  0.24  -5.18  -4.35  -0.286
C  -0.16  -4.05  -3.81  0.626
C  -0.69  -3.04  -4.61  0.384
F  -0.79  -3.22  -5.92  -0.300
C  -1.11  -1.86  -4.03  0.330
F  -1.61  -0.91  -4.81  -0.394
C  -0.99  -1.64  -2.66  0.631
S  -1.54  -0.15  -1.90  -0.040
C  -0.45  -2.66  -1.89  -0.670
F  -0.24  -2.46  -0.58  0.157
C  -0.04  -3.85  -2.44  0.013
F  0.51  -4.79  -1.68  -0.300

Results
* energy above the lowest of the compared OMol25 structures with the same formula, charge and spin: 0.1 kcal per mole
* charge: +2
* Kohn-Sham gap: 7.65 eV
* largest force on an atom: 0.2 eV Å⁻¹
* multiplicity: 1